Computed, not measured: C29H56F6N7O2PRuSSbSi4 as an isolated structure, with ωB97M-V with the def2-TZVPD basis set.

Results
E_HOMO (alpha / beta) (eV): -12.97 / -13.15
Multiplicity: 6
Total energy (hartree): -4504.1224
Gap between HOMO and LUMO (alpha / beta) (Eh): 0.310 / 0.216
Charge: +2

Atoms and positions in Å:
C (-1.67635, 3.20875, 1.11201)
H (-2.87759, -3.31234, 2.09879)
H (0.86763, 1.05510, -4.47013)
F (-2.33282, -1.05820, 4.01492)
H (-5.70783, -0.48892, -2.04868)
H (-5.21110, 0.03478, 1.16675)
H (2.56111, 2.59318, -2.55295)
H (4.05888, 4.21411, 5.78461)
H (-3.58523, -3.86904, -3.69676)
Sb (2.38097, 0.99043, 2.98901)
C (-2.53679, 2.30060, -3.15308)
C (1.44580, 2.11454, 6.23205)
F (-2.82653, 1.09482, 3.45092)
H (-3.50223, 2.64388, -2.81413)
H (-0.45264, 2.67818, -5.79477)
H (-2.14367, -1.78168, 2.02779)
Ru (-0.94766, -0.00338, -0.06073)
C (2.14092, -2.05221, -1.14522)
H (1.19017, 5.17837, 4.72353)
H (-4.36336, 3.35379, -0.96344)
H (5.66481, -1.29205, 5.13076)
H (4.50367, 0.66120, -4.48627)
H (3.97787, 3.60572, -2.82354)
C (2.52899, -2.27974, 4.57339)
H (4.43764, 3.85163, 4.10299)
O (0.08726, 1.82674, 0.24826)
H (-4.13157, -0.58227, -2.84481)
C (-2.33703, -3.28702, -2.09998)
C (2.88301, -0.93532, -1.42488)
C (-0.33595, 2.94986, 0.53746)
Si (3.71397, -1.16133, 3.67839)
H (5.86585, -0.12865, -3.67896)
C (-0.81972, 2.32781, -4.84044)
H (0.04430, 0.24747, -2.31843)
H (-4.37615, -1.31426, 0.41112)
H (0.21334, 4.03873, 3.79581)
C (-0.54217, 0.98419, -2.86794)
C (1.24000, -2.06685, -0.03298)
N (3.58235, -0.03087, -1.62768)
C (-2.04961, 2.75956, -4.36326)
F (-1.22081, -0.06542, 2.27833)
H (-5.82299, 2.46712, -0.55699)
C (-1.78806, 1.40786, -2.37017)
H (-2.09948, -5.67952, -4.57166)
P (-1.51713, 0.31891, 3.93315)
H (5.67801, 0.25515, 4.28526)
H (6.54271, 0.53227, -0.74166)
C (1.23269, 4.34708, 4.01541)
H (-2.50248, -5.99043, -2.89199)
H (3.68625, -2.43447, 1.54065)
H (0.51343, 4.31458, -0.80720)
H (1.69828, -2.59543, 3.94326)
H (1.15730, 2.88690, 6.95136)
H (4.62084, 0.01026, 5.68665)
H (5.98429, 1.56109, -4.16470)
H (-2.01964, -3.21620, -4.15551)
H (3.08656, -3.16834, 4.88371)
H (-5.15128, 0.84410, -3.04927)
H (6.59151, 2.28500, -0.91955)
H (0.54907, 1.55529, 5.97173)
N (0.83175, -3.24600, 0.43988)
O (0.84611, -0.98929, 0.51327)
H (0.23174, 5.01704, 0.79456)
C (4.00688, 3.43906, 5.01523)
H (1.58370, 3.87468, 0.51837)
H (5.44973, 1.55546, 0.20695)
N (-2.26690, -2.69048, 1.59174)
C (-1.97401, -5.30633, -3.55772)
C (5.30769, 0.80395, -3.76358)
H (-3.50322, -0.16158, 1.44526)
F (-0.14444, -0.47687, 4.26984)
C (5.92786, 1.43219, -0.76726)
C (-4.27788, -0.26320, 0.68340)
C (-4.82629, 0.08759, -2.33640)
H (0.20702, -3.25784, 1.23492)
C (2.45245, -3.26093, -1.82684)
N (-1.81442, -2.13661, -1.87771)
Si (2.22011, 2.96723, 4.77357)
H (1.71421, 4.71545, 3.10858)
H (4.97485, -1.21472, 1.52899)
S (-2.83803, -4.11623, -0.64195)
C (5.03579, -0.46247, 4.79610)
Si (4.66215, 1.35665, -2.12090)
C (-2.27068, -2.75204, 0.24302)
H (2.11417, -1.81213, 5.46557)
H (-0.91247, -5.34002, -3.31324)
C (-4.74431, 2.51434, -0.38539)
H (-1.54488, 3.75508, 2.04891)
H (-2.22328, 3.87501, 0.43971)
H (5.16050, -2.69589, 2.46292)
H (3.44180, 3.28029, -1.17771)
H (4.62380, 2.60499, 5.34886)
N (-2.25213, 0.92294, -1.15189)
N (-1.77388, -1.82139, -0.54181)
N (2.62754, -4.27174, -2.34681)
H (-4.60209, 2.73521, 0.67360)
H (1.18387, -4.11527, 0.06832)
Si (-4.04537, 0.82996, -0.80968)
C (4.44024, -1.93668, 2.14682)
H (-2.64219, 3.45188, -4.94534)
C (-0.07414, 1.42770, -4.08955)
H (-2.23838, 2.30171, 1.30478)
F (-0.63761, 1.66703, 3.68262)
F (-1.75284, 0.67356, 5.44521)
C (-2.51943, -3.88429, -3.45376)
C (3.55042, 2.84304, -2.17085)
H (2.15619, 1.45094, 6.72622)
C (0.55264, 4.12216, 0.26881)